1.
Formula: C6H12O
Source: OMol25
Level of theory: ωB97M-V/def2-TZVPD

Calculated values
ΔE to the lowest compared entry with this formula, charge and spin, eV: 4.9624
Orbital gap (alpha / beta), eV: 8.419 / 8.310
Lowest unoccupied orbital energy (alpha / beta), eV: 0.28 / 0.22

CARTESIAN COORDINATES (ANGSTROEM)
C  2.31  -0.81  -0.28
C  0.89  -0.42  0.04
O  0.71  -0.32  1.44
C  0.52  0.75  -0.84
C  -1.87  1.49  0.71
C  -2.40  0.28  0.61
C  -0.06  -1.26  -0.65
H  2.97  0.01  0.02
H  2.45  -1.01  -1.35
H  2.54  -1.70  0.29
H  0.38  0.57  1.59
H  1.37  1.20  -1.38
H  -0.44  1.04  -1.22
H  -1.38  1.83  1.63
H  -1.92  2.22  -0.09
H  -2.92  -0.04  -0.29
H  -2.37  -0.42  1.43
H  0.15  -1.77  -1.58
H  -0.93  -1.63  -0.09

---

2.
Formula: C6H9N
Source: OMol25
Level of theory: ωB97M-V/def2-TZVPD

Calculated values
ΔE to the lowest compared entry with this formula, charge and spin, eV: 5.9084
Orbital gap (alpha / beta), eV: 8.507 / 8.316
Lowest unoccupied orbital energy (alpha / beta), eV: -0.15 / 0.15

CARTESIAN COORDINATES (ANGSTROEM)
C  0.88  1.99  -0.35
C  0.81  0.66  -0.74
N  1.80  -0.20  0.02
C  0.96  -1.38  0.10
C  -0.13  -0.37  0.08
C  -1.09  -0.19  1.21
C  -1.60  -0.52  -0.18
H  0.80  2.25  0.70
H  1.20  2.77  -1.04
H  0.79  0.44  -1.82
H  1.10  -1.98  1.01
H  0.99  -2.01  -0.80
H  -1.35  0.77  1.64
H  -1.09  -1.01  1.92
H  -2.00  -1.51  -0.39
H  -2.10  0.30  -0.69

---

3.
Formula: C35H29BrCoN4O4
Source: OMol25
Level of theory: ωB97M-V/def2-TZVPD

Calculated values
ΔE to the lowest compared entry with this formula, charge and spin, eV: 0.3390
Orbital gap (alpha / beta), eV: 5.909 / 5.907
Multiplicity: 2
Charge: -2
Lowest unoccupied orbital energy (alpha / beta), eV: 4.38 / 4.38

CARTESIAN COORDINATES (ANGSTROEM)
Co  -0.60  1.31  -0.20
O  -1.72  0.39  -1.29
C  -2.90  -0.06  -1.06
C  -3.54  -0.84  -2.04
C  -4.84  -1.30  -1.89
C  -5.55  -1.01  -0.74
C  -4.95  -0.30  0.28
C  -3.63  0.17  0.17
C  -3.01  0.82  1.26
N  -1.79  1.29  1.27
C  -1.25  1.79  2.50
C  0.27  1.92  2.29
N  0.41  2.40  0.94
C  1.00  3.54  0.71
C  0.75  4.38  -0.40
C  1.61  5.45  -0.70
C  1.34  6.32  -1.74
C  0.18  6.15  -2.49
C  -0.70  5.14  -2.20
C  -0.47  4.21  -1.15
O  -1.34  3.33  -0.86
H  -2.98  -1.07  -2.94
H  -5.30  -1.87  -2.69
H  -6.58  -1.35  -0.63
H  -5.49  -0.08  1.19
H  -3.60  0.88  2.18
H  -1.46  1.10  3.33
H  -1.67  2.78  2.74
H  0.71  0.92  2.39
H  0.72  2.61  3.02
H  1.70  3.92  1.47
H  2.50  5.58  -0.10
H  2.03  7.14  -1.96
H  -0.03  6.83  -3.31
H  -1.61  5.03  -2.77
C  2.95  -0.47  1.25
N  2.18  0.30  0.32
C  2.72  0.72  -0.75
C  1.97  1.34  -1.77
C  2.43  1.79  -3.02
C  1.30  2.18  -3.73
C  0.22  1.96  -2.89
N  0.61  1.47  -1.71
C  3.03  -1.93  0.87
C  2.13  -2.47  -0.04
C  2.20  -3.81  -0.38
C  3.17  -4.62  0.18
C  4.07  -4.09  1.09
C  4.00  -2.75  1.44
H  2.46  -0.40  2.23
H  3.99  -0.10  1.37
H  3.81  0.59  -0.95
H  3.46  1.81  -3.35
H  1.27  2.58  -4.73
H  -0.82  2.14  -3.09
H  1.37  -1.82  -0.45
H  1.47  -4.22  -1.07
H  3.23  -5.66  -0.10
H  4.82  -4.73  1.53
H  4.69  -2.34  2.16
Br  0.79  -3.76  4.07
C  -0.21  -4.12  2.49
C  -0.51  -5.45  2.23
C  -1.23  -5.78  1.10
C  -1.67  -4.78  0.25
C  -1.36  -3.46  0.52
C  -0.62  -3.10  1.65
C  -0.28  -1.60  1.85
O  0.08  -1.27  2.98
O  -0.41  -0.92  0.82
H  -0.16  -6.21  2.91
H  -1.45  -6.83  0.90
H  -2.24  -5.02  -0.64
H  -1.68  -2.66  -0.13

---

4.
Formula: H10NO3
Source: OMol25
Level of theory: ωB97M-V/def2-TZVPD

Calculated values
ΔE to the lowest compared entry with this formula, charge and spin, eV: 0.4448
Orbital gap, eV: 11.508
Charge: +1
Lowest unoccupied orbital energy, eV: -3.20

CARTESIAN COORDINATES (ANGSTROEM)
N  -0.52  0.20  -0.03
H  -0.42  0.41  0.98
H  -1.47  -0.15  -0.15
H  0.19  -0.47  -0.30
H  -0.31  1.09  -0.52
H  1.16  0.38  3.00
H  0.25  1.63  3.22
O  0.37  0.84  2.69
H  1.34  2.77  -1.66
H  -0.12  2.81  -2.02
O  0.52  2.30  -1.51
H  -1.03  -4.28  -1.26
H  0.44  -3.95  -1.34
O  -0.41  -3.57  -1.09

---

5.
Formula: C3H7NO2
Source: OMol25
Level of theory: ωB97M-V/def2-TZVPD

Calculated values
ΔE to the lowest compared entry with this formula, charge and spin, eV: 1.6500
Orbital gap, eV: 10.583
SMILES: CC=O.NC=O
Lowest unoccupied orbital energy, eV: 0.79

CARTESIAN COORDINATES (ANGSTROEM)
O  1.60  -0.43  0.83
C  2.09  0.27  -0.04
C  1.42  1.24  -0.97
H  3.17  0.41  0.09
H  0.33  1.10  -1.09
H  1.96  1.19  -1.90
H  1.47  2.24  -0.55
C  -1.99  -0.26  0.25
N  -1.17  -1.27  0.64
O  -1.94  0.41  -0.75
H  -2.64  0.09  1.09
H  -1.32  -1.93  1.39
H  -0.17  -1.15  0.50

---

6.
Formula: CH2N2O2S
Source: OMol25
Level of theory: ωB97M-V/def2-TZVPD

Calculated values
ΔE to the lowest compared entry with this formula, charge and spin, eV: 4.4889
Orbital gap (alpha / beta), eV: 8.767 / 8.767
Lowest unoccupied orbital energy (alpha / beta), eV: -0.68 / -0.68

CARTESIAN COORDINATES (ANGSTROEM)
C  0.43  -0.29  -0.28
N  0.42  -1.60  -0.11
N  0.51  -2.68  0.22
O  2.81  0.52  -1.20
O  2.87  -0.48  0.94
S  2.34  0.61  0.16
H  0.02  -0.05  -1.28
H  0.01  0.20  0.62

---

7.
Formula: C22H23ClN2O3
Source: OMol25
Level of theory: ωB97M-V/def2-TZVPD

Calculated values
ΔE to the lowest compared entry with this formula, charge and spin, eV: 0.5278
Orbital gap, eV: 9.289
SMILES: COC[C@@H]1CCCN(C(=O)c2ccc3nc(Cc4cccc(Cl)c4)oc3c2)C1
Lowest unoccupied orbital energy, eV: 0.49

CARTESIAN COORDINATES (ANGSTROEM)
C  -0.52  -4.52  0.03
O  -1.37  -3.46  0.40
C  -1.54  -2.51  -0.63
C  -2.48  -1.42  -0.13
C  -3.89  -1.95  0.10
C  -4.81  -0.83  0.57
C  -4.79  0.32  -0.43
N  -3.43  0.77  -0.64
C  -3.05  2.00  -0.22
O  -3.83  2.82  0.22
C  -1.58  2.31  -0.36
C  -0.71  1.90  0.64
C  0.61  2.26  0.50
C  1.07  3.02  -0.60
C  0.18  3.44  -1.59
C  -1.14  3.07  -1.44
H  -1.87  3.39  -2.18
H  0.52  4.02  -2.42
N  2.43  3.20  -0.45
C  2.72  2.60  0.65
O  1.68  2.01  1.29
C  4.08  2.46  1.23
C  4.56  1.05  0.96
C  4.34  0.04  1.88
C  4.73  -1.26  1.60
C  5.36  -1.56  0.40
C  5.57  -0.54  -0.51
C  5.18  0.76  -0.25
H  5.34  1.54  -0.98
Cl  6.34  -0.90  -2.02
H  5.67  -2.57  0.18
H  4.56  -2.04  2.32
H  3.85  0.26  2.82
H  4.74  3.19  0.76
H  4.04  2.64  2.31
H  -1.05  1.33  1.49
C  -2.54  -0.25  -1.13
H  -1.55  0.17  -1.30
H  -2.93  -0.62  -2.09
H  -5.37  1.17  -0.07
H  -5.20  -0.01  -1.39
H  -5.83  -1.20  0.68
H  -4.47  -0.46  1.54
H  -4.28  -2.37  -0.84
H  -3.85  -2.75  0.84
H  -2.08  -1.05  0.82
H  -0.56  -2.07  -0.90
H  -1.95  -2.99  -1.53
H  -0.91  -5.07  -0.83
H  0.49  -4.15  -0.21
H  -0.46  -5.18  0.89

---

8.
Formula: C3H5N3O4
Source: OMol25
Level of theory: ωB97M-V/def2-TZVPD

Calculated values
ΔE to the lowest compared entry with this formula, charge and spin, eV: 8.3218
Orbital gap, eV: 8.994
SMILES: O=[N+]([O-])/N=C/C/C=[N+](/[O-])O
Lowest unoccupied orbital energy, eV: -0.47

CARTESIAN COORDINATES (ANGSTROEM)
C  0.92  -0.91  0.08
C  -0.51  -1.20  0.23
C  1.18  0.25  -0.79
N  -1.34  -0.32  -0.17
N  1.38  1.41  -0.31
N  -2.70  -0.37  -0.04
O  1.48  2.44  -0.91
O  -3.20  -0.55  1.08
O  1.46  1.55  1.14
O  -3.29  -0.24  -1.12
H  1.50  -0.74  1.00
H  1.42  -1.93  -0.35
H  -0.94  -2.02  0.66
H  1.41  2.53  1.33
H  1.21  0.11  -1.83

---

9.
Formula: C28H28Cl2N2OPdSi
Source: OMol25
Level of theory: ωB97M-V/def2-TZVPD

Calculated values
Orbital gap (alpha / beta), eV: 7.562 / 5.201
Multiplicity: 5
Charge: +2
Lowest unoccupied orbital energy (alpha / beta), eV: -6.25 / -9.08

CARTESIAN COORDINATES (ANGSTROEM)
Pd  -0.14  0.22  -0.94
C  1.14  -1.44  -1.70
Si  2.19  -0.82  -0.27
C  1.14  -1.44  1.31
N  -0.22  -1.05  1.17
C  -1.19  -2.14  1.10
C  -1.68  -2.44  2.52
C  -2.53  -1.27  3.01
C  -2.16  0.03  2.27
C  -0.66  0.08  1.99
C  2.04  1.11  -0.33
C  2.11  1.88  0.83
C  2.10  3.27  0.76
C  2.00  3.91  -0.47
C  1.90  3.16  -1.64
C  1.94  1.77  -1.58
C  3.98  -1.23  0.28
C  4.31  -2.50  0.73
C  5.58  -2.76  1.23
C  6.52  -1.75  1.28
C  6.20  -0.48  0.83
C  4.94  -0.21  0.33
H  0.70  -2.43  -1.64
H  1.47  -1.21  -2.71
H  1.60  -1.04  2.22
H  1.24  -2.53  1.33
H  -0.72  -3.01  0.65
H  -2.05  -1.84  0.50
H  -0.80  -2.58  3.17
H  -2.24  -3.37  2.53
H  -2.40  -1.14  4.08
H  -3.59  -1.48  2.85
H  -2.44  0.89  2.88
H  -2.72  0.11  1.33
H  -0.12  0.09  2.94
H  -0.42  1.03  1.47
H  2.22  1.40  1.79
H  2.19  3.85  1.66
H  1.99  4.98  -0.52
H  1.82  3.65  -2.59
H  1.98  1.20  -2.51
H  3.59  -3.31  0.69
H  5.83  -3.75  1.58
H  7.51  -1.94  1.67
H  6.92  0.32  0.87
H  4.70  0.78  -0.02
Cl  -2.31  4.74  -2.02
C  -3.13  3.26  -2.09
C  -4.47  3.20  -2.44
C  -5.15  1.99  -2.53
Cl  -6.79  1.97  -2.95
C  -4.46  0.75  -2.29
C  -5.06  -0.51  -2.40
C  -4.28  -1.64  -2.22
C  -2.94  -1.49  -1.88
N  -2.37  -0.32  -1.70
C  -3.09  0.80  -1.92
C  -2.39  2.06  -1.76
O  -1.21  2.09  -1.34
H  -4.99  4.12  -2.66
H  -6.11  -0.60  -2.64
H  -4.70  -2.63  -2.33
H  -2.31  -2.36  -1.75